The following is a quantum chemistry calculation of a molecular structure, C55H127N8O9Y at a distorted geometry, from the OMol25 dataset.

## Properties
M   1133.6 g/mol
Frontier orbital gap (alpha / beta)   3.7 / 2.8 eV
Expectation value of S²   0.755
HOMO (alpha / beta)   -12.45 / -12.45 eV

Structure (ORCA input):
```
! RIJCOSX wB97M-V def2-TZVPD def2/J DEFGRID3
* xyz 3 2
Y 4.757 0.181 2.582
C 0.452 0.970 0.778
C 1.635 -0.114 0.611
C 1.931 -0.240 -0.820
O 2.805 0.267 1.317
H 0.839 1.960 1.021
H -0.072 0.766 1.712
H -0.252 1.153 -0.033
H 1.361 -1.140 0.855
H 1.066 -0.211 -1.483
H 2.660 -1.022 -1.032
H 2.458 0.649 -1.165
C 5.711 0.963 -1.963
C 6.036 1.171 -0.415
C 5.544 2.431 0.233
O 5.493 2.321 1.635
C 5.947 3.436 2.360
N 5.450 0.049 0.281
H 5.620 1.927 -2.464
H 4.855 0.307 -2.121
H 6.452 0.540 -2.640
H 7.121 1.155 -0.311
H 4.512 2.551 -0.099
H 6.230 3.221 -0.072
H 5.823 3.327 3.438
H 5.375 4.302 2.026
H 6.977 3.713 2.140
H 4.567 0.064 -0.209
H 5.914 -0.766 -0.094
C 1.677 5.479 3.837
C 1.282 4.545 2.656
C 1.030 5.442 1.447
O 0.843 4.730 0.159
C -0.541 4.599 -0.189
N 2.458 3.814 2.308
H 2.032 4.943 4.718
H 0.897 6.221 4.006
H 2.601 6.024 3.646
H 0.506 3.898 3.066
H 1.829 6.114 1.133
H 0.258 6.176 1.679
H -1.307 4.801 0.560
H -0.757 3.603 -0.577
H -0.821 5.263 -1.007
H 2.247 3.217 1.521
H 3.218 4.403 1.998
C 2.984 4.362 -2.186
C 3.985 3.922 -3.331
C 3.391 2.860 -4.259
O 4.321 2.351 -5.114
C 3.873 1.475 -6.150
N 4.378 5.040 -4.137
H 2.800 3.461 -1.602
H 2.048 4.760 -2.578
H 3.496 5.100 -1.568
H 4.930 3.607 -2.889
H 2.543 3.299 -4.783
H 2.995 2.055 -3.639
H 2.792 1.341 -6.163
H 4.521 0.598 -6.138
H 4.104 1.982 -7.087
H 3.509 5.399 -4.507
H 4.766 4.599 -4.958
C 1.278 0.887 4.659
C 2.703 1.124 5.140
C 3.465 -0.060 5.666
O 3.728 -1.086 4.793
C 2.882 -2.223 5.026
N 3.582 1.704 4.078
H 0.825 1.526 3.901
H 0.617 0.918 5.525
H 1.046 -0.110 4.283
H 2.661 1.865 5.939
H 3.017 -0.451 6.579
H 4.473 0.264 5.924
H 3.492 -2.872 5.653
H 2.578 -2.680 4.085
H 1.960 -2.039 5.579
H 4.243 2.185 4.671
H 3.051 2.403 3.577
C 2.519 -1.960 -5.605
C 2.681 -3.395 -5.142
C 2.590 -3.314 -3.611
C 1.164 -3.283 -3.015
C 0.443 -4.425 -3.619
C 0.337 -4.516 -5.152
N 1.776 -4.383 -5.728
O 1.853 -4.292 -7.069
C -0.142 -5.920 -5.579
C -0.653 -3.443 -5.698
C 4.118 -3.718 -5.531
H 1.565 -1.493 -5.361
H 2.635 -1.744 -6.667
H 3.263 -1.272 -5.202
H 3.050 -4.206 -3.186
H 3.060 -2.418 -3.206
H 0.761 -2.307 -3.287
H 1.225 -3.172 -1.932
H -0.523 -4.454 -3.114
H 1.011 -5.259 -3.206
H -1.220 -6.049 -5.475
H 0.143 -6.130 -6.610
H 0.244 -6.721 -4.950
H -0.183 -2.505 -5.991
H -1.133 -3.774 -6.618
H -1.457 -3.296 -4.976
H 4.399 -4.743 -5.287
H 4.824 -2.995 -5.123
H 4.268 -3.710 -6.610
H 1.822 -3.348 -7.240
C -4.216 1.929 6.344
C -5.093 1.658 5.079
C -5.993 2.946 4.680
C -5.179 4.005 3.954
C -4.437 3.409 2.762
C -3.616 2.058 2.903
N -4.363 1.137 3.824
O -3.624 -0.036 4.053
C -3.416 1.413 1.503
C -2.183 2.427 3.379
C -6.097 0.492 5.445
H -4.768 2.058 7.275
H -3.617 2.773 6.002
H -3.531 1.092 6.483
H -6.781 2.503 4.071
H -6.374 3.211 5.667
H -4.613 4.504 4.741
H -5.855 4.805 3.653
H -3.678 4.131 2.460
H -5.135 3.335 1.928
H -2.911 1.984 0.724
H -3.000 0.419 1.667
H -4.402 1.246 1.069
H -2.313 3.129 4.203
H -1.501 1.613 3.626
H -1.698 3.136 2.708
H -6.681 0.723 6.336
H -5.637 -0.496 5.420
H -6.878 0.316 4.706
H -4.202 -0.695 3.660
C -5.161 1.171 -5.490
C -4.150 -0.061 -5.469
C -2.691 0.319 -6.040
C -1.692 0.853 -4.988
C -1.537 -0.112 -3.920
C -2.844 -0.549 -3.143
N -3.980 -0.733 -4.106
O -5.145 -1.104 -3.497
C -2.602 -1.991 -2.430
C -3.168 0.587 -2.164
C -4.767 -1.086 -6.443
H -5.429 1.420 -6.517
H -4.918 1.973 -4.793
H -6.104 0.835 -5.059
H -2.378 -0.405 -6.792
H -2.872 1.213 -6.636
H -1.995 1.757 -4.460
H -0.830 1.161 -5.579
H -0.818 0.337 -3.234
H -1.106 -1.050 -4.269
H -2.773 -2.778 -3.164
H -1.678 -2.102 -1.863
H -3.449 -2.123 -1.756
H -2.887 1.585 -2.500
H -4.209 0.532 -1.845
H -2.668 0.542 -1.197
H -4.642 -0.858 -7.501
H -5.754 -1.348 -6.062
H -4.174 -1.995 -6.341
H -5.377 -0.292 -3.041
C -2.822 -3.626 6.191
C -2.000 -4.104 4.960
C -2.530 -5.454 4.412
C -2.124 -5.876 2.980
C -2.347 -4.870 1.891
C -1.652 -3.429 2.401
N -1.958 -3.045 3.872
O -1.475 -1.813 4.311
C -0.135 -3.594 2.223
C -2.152 -2.331 1.387
C -0.557 -4.380 5.417
H -3.886 -3.462 6.021
H -2.451 -2.672 6.565
H -2.783 -4.303 7.045
H -2.163 -6.288 5.011
H -3.612 -5.456 4.539
H -2.770 -6.753 2.930
H -1.092 -6.203 3.110
H -3.386 -4.775 1.578
H -1.773 -5.277 1.059
H 0.072 -3.723 1.160
H 0.454 -2.734 2.543
H 0.284 -4.472 2.713
H -3.221 -2.166 1.516
H -1.675 -1.358 1.508
H -2.010 -2.824 0.426
H -0.183 -3.407 5.735
H 0.175 -4.803 4.730
H -0.596 -5.016 6.301
H -2.237 -1.238 4.208
*
```